Record 1
68
Properties=species:S:1:pos:R:3:forces:R:3:lowdin_charge:R:1 method="wB97M-V/def2-TZVPD" s_squared=2.014 orbital_gap_ha="0.2165 / 0.2355" total_energy_ev=-144197.087 e_above_lowest_kcal_mol=65.7 e_homo_ev="-9.2 / -9.9" total_charge=+1 e_lumo_ev="-3.3 / -3.5" spin_multiplicity=3
V 0.411045 0.315692 -0.141236 -1.96 -2.05 -0.02 0.77
C -2.622069 3.737473 -3.527900 0.01 0.53 0.12 -0.03
N -2.508658 2.307953 -3.599719 0.19 -0.69 0.25 -0.12
C -2.429321 1.545034 -4.735879 -0.04 -0.63 -0.33 -0.03
C -2.370343 0.250183 -4.365426 0.00 0.25 -0.64 -0.05
N -2.383861 0.205659 -2.982787 0.17 0.75 -0.31 -0.02
C -2.474939 1.493931 -2.513940 -0.25 0.24 0.81 -0.71
S -2.625907 1.991969 -0.940050 -0.54 0.25 0.34 0.74
C -2.529413 -0.956971 -2.215043 -0.26 -0.49 0.39 -0.27
C -3.377965 -1.959670 -2.682834 0.12 0.17 0.11 0.03
C -3.617360 -3.053934 -1.877010 0.19 0.10 0.15 -0.03
C -2.984697 -3.118699 -0.644034 -0.02 0.05 -0.04 -0.03
C -2.122490 -2.096022 -0.289799 -0.21 -0.21 0.05 -0.13
N -1.890448 -1.026887 -1.050300 0.18 0.23 -0.22 0.10
H -3.104474 4.113864 -4.427113 0.01 -0.07 -0.02 0.10
H -1.636004 4.195710 -3.428462 -0.05 0.02 0.01 0.09
H -3.216766 3.996925 -2.650768 0.05 -0.03 -0.12 0.07
H -2.430115 1.979601 -5.713943 0.03 0.05 -0.19 0.13
H -2.292133 -0.630343 -4.966530 0.06 -0.19 -0.11 0.12
H -3.867791 -1.850539 -3.634120 -0.12 0.05 -0.14 0.12
H -4.306072 -3.823365 -2.187171 -0.03 -0.10 -0.07 0.12
H -3.163685 -3.940969 0.030356 0.06 -0.06 0.07 0.11
H -1.595772 -2.132330 0.655350 0.09 -0.03 0.01 0.11
Cl 1.259278 -5.219099 -4.514156 0.01 -0.01 0.00 0.70
C 1.141031 -4.100772 -3.217769 -0.04 0.10 0.06 -0.71
C 1.038713 -2.734096 -3.483911 0.03 -0.26 0.11 -0.70
Cl 1.040968 -2.158223 -5.097124 -0.01 0.09 -0.12 0.72
C 0.922364 -1.841293 -2.431781 0.10 -0.84 0.44 -0.57
Cl 0.835055 -0.153739 -2.676012 0.15 0.51 -0.48 0.89
C 0.888279 -2.254212 -1.083889 0.17 -1.41 -1.52 -0.45
O 0.739973 -1.383443 -0.148861 1.32 -4.61 0.80 -0.25
C 1.020169 -3.639727 -0.843859 -0.08 0.42 -0.10 -0.61
Cl 1.019912 -4.166630 0.785848 -0.06 0.00 0.22 0.74
C 1.139903 -4.547570 -1.890992 -0.04 0.16 -0.17 -0.69
Cl 1.264442 -6.225435 -1.560805 0.01 0.04 0.02 0.72
O -0.520101 1.349724 6.545651 0.23 -0.01 0.05 -0.04
C -1.591554 1.196493 5.652450 -0.42 0.00 0.05 -0.21
C -1.086835 0.970858 4.257271 -0.68 -0.17 -0.45 -0.15
C -2.006617 0.708828 3.219091 0.54 0.22 0.71 0.03
C -1.544073 0.492945 1.949025 -0.48 -0.09 -0.13 -0.10
N -0.245239 0.513136 1.630034 -0.29 0.28 2.95 0.01
C 0.660197 0.765358 2.620220 -1.94 -0.04 0.52 -0.14
C 0.251250 0.999737 3.941264 0.52 -0.07 -0.62 0.08
C 2.001633 0.749178 2.144877 1.93 -0.13 -0.92 -0.14
C 3.156028 0.823459 2.935534 -0.78 0.03 -0.16 0.08
C 4.396884 0.723055 2.350770 0.09 -0.11 -0.83 -0.15
C 5.645191 0.758149 3.193447 0.27 0.10 -0.13 -0.21
O 5.432579 0.364962 4.521740 -0.18 -0.08 0.32 -0.04
C 4.457276 0.592667 0.946142 0.08 0.14 0.89 0.03
C 3.293435 0.547297 0.222160 0.01 0.01 -0.25 -0.06
N 2.083121 0.594867 0.790112 1.55 0.35 1.76 0.00
H -0.862485 1.430239 7.442308 0.04 0.01 -0.09 0.11
H -2.234035 2.091941 5.650354 0.06 -0.16 -0.06 0.14
H -2.223302 0.336432 5.929894 0.09 0.17 -0.08 0.14
H -3.067230 0.694591 3.414417 -0.12 -0.05 -0.01 0.13
H -2.231865 0.307833 1.133069 0.05 0.05 -0.04 0.06
H 0.974448 1.213387 4.710448 0.10 -0.01 0.08 0.12
H 3.079894 0.942354 4.006071 -0.02 -0.04 0.05 0.13
H 5.997652 1.793700 3.254396 0.03 -0.12 -0.12 0.14
H 6.434382 0.161895 2.716992 -0.09 0.11 -0.01 0.13
H 5.244752 -0.579717 4.566489 0.08 0.04 -0.06 0.11
H 5.411187 0.526962 0.449087 0.10 -0.03 -0.12 0.12
H 3.309917 0.465925 -0.862150 -0.01 -0.07 0.13 0.13
C 0.525554 3.106515 -1.072000 0.55 1.65 -0.20 -0.18
O 0.314061 1.840305 -0.643950 -0.58 5.69 -2.48 -0.48
H 0.696672 3.127768 -2.160676 -0.06 0.08 0.16 0.09
H 1.413503 3.525055 -0.571867 -0.10 0.11 -0.18 0.09
H -0.337130 3.744073 -0.831003 0.16 -0.18 -0.12 0.07

Record 2
57
Properties=species:S:1:pos:R:3:forces:R:3:lowdin_charge:R:1 method="wB97M-V/def2-TZVPD" s_squared=3.760 orbital_gap_ha="0.1303 / 0.1712" total_energy_ev=-85661.872 e_above_lowest_kcal_mol=40.9 e_homo_ev="-2.6 / -3.7" total_charge=-1 e_lumo_ev="1.0 / 1.0" spin_multiplicity=4
V -0.597553 1.092080 0.300635 0.27 0.24 -0.27 0.80
C 0.810115 1.234765 4.414844 0.02 0.01 0.02 -0.03
C 0.910919 0.976145 2.935541 -0.08 -0.06 -0.11 -0.46
O -0.214491 0.772951 2.354121 0.04 0.04 -0.03 -0.17
C 2.153938 0.974863 2.320509 0.02 0.01 0.09 -0.04
C 2.428833 0.824921 0.925127 0.03 -0.01 -0.12 -0.35
C 3.868476 0.668789 0.502285 0.00 0.02 0.02 -0.06
N 1.486590 0.809501 0.025552 -0.13 0.06 0.09 -0.07
N 1.897253 0.549343 -1.283003 0.12 -0.04 -0.09 0.06
C 0.880072 0.579168 -2.107659 -0.12 0.04 0.23 -0.49
O -0.344025 0.808330 -1.809404 -0.02 -0.03 0.01 -0.12
C 1.193874 0.282167 -3.542448 0.00 -0.03 -0.07 -0.14
C 2.484683 -0.025760 -3.969630 0.03 0.00 -0.01 -0.04
C 2.735671 -0.310579 -5.302810 0.01 0.00 -0.01 -0.11
C 1.701494 -0.292084 -6.232482 -0.02 0.01 0.03 -0.12
C 0.414785 0.017991 -5.813901 0.02 -0.01 -0.01 -0.10
C 0.163923 0.302756 -4.478010 -0.02 0.01 0.01 -0.03
H 0.192637 0.462374 4.878548 0.00 0.00 0.00 0.08
H 0.288461 2.188540 4.529352 0.01 0.00 0.01 0.07
H 1.785950 1.277164 4.899744 -0.01 0.01 0.01 0.06
H 3.012889 1.127757 2.961143 0.00 0.00 0.00 0.08
H 4.527645 0.715296 1.368200 0.00 0.00 -0.01 0.06
H 4.139864 1.448900 -0.210285 -0.01 0.00 0.00 0.07
H 4.012467 -0.278721 -0.020809 0.01 -0.01 0.02 0.06
H 3.278589 -0.029241 -3.234743 0.00 0.00 0.00 0.10
H 3.744510 -0.543789 -5.623648 0.00 0.00 0.01 0.09
H 1.900589 -0.511330 -7.274742 0.00 0.00 0.00 0.09
H -0.396000 0.044891 -6.532551 0.00 0.00 0.00 0.09
H -0.828264 0.555825 -4.127330 0.00 0.00 -0.01 0.11
O -4.868421 1.876287 1.278365 0.01 -0.01 0.06 -0.14
P -3.391118 1.281264 1.599017 -0.05 -0.05 0.00 0.18
O -3.517264 0.076409 2.468556 0.00 0.00 0.00 -0.32
O -2.734670 1.099169 0.253954 0.00 0.05 0.15 -0.35
O -2.708478 2.489256 2.402688 0.12 -0.07 -0.16 -0.27
P -1.542979 3.583197 2.015885 0.00 0.03 -0.01 0.22
O -2.450985 4.874642 1.623004 0.02 -0.01 0.01 -0.15
O -0.805769 3.902936 3.259604 -0.01 0.00 0.01 -0.30
O -0.850737 3.156350 0.752468 -0.03 -0.15 0.13 -0.34
H -5.380534 1.862909 2.094102 -0.01 -0.01 -0.04 0.06
H -2.421425 5.454611 2.391465 -0.03 0.00 -0.02 0.05
N -1.131934 -3.962550 0.416623 -0.01 0.00 -0.01 0.05
C 0.139409 -3.366595 0.972599 0.04 0.02 0.02 -0.09
C 0.326880 -1.979938 0.377968 0.01 0.02 0.01 -0.17
N -0.837119 -1.150803 0.583751 -0.09 0.01 0.06 -0.09
C -2.062267 -1.720812 0.062881 0.03 0.00 0.00 -0.18
C -2.337889 -3.079101 0.668613 -0.04 0.00 -0.01 -0.09
H -1.283161 -4.895119 0.794005 0.00 0.00 0.00 0.17
H -1.022791 -4.052309 -0.595369 0.01 0.00 0.00 0.17
H 0.956169 -4.046410 0.730031 -0.01 -0.02 0.00 0.13
H 0.007269 -3.315354 2.053306 -0.01 -0.01 0.00 0.14
H 0.537610 -2.046106 -0.696820 0.01 0.00 0.00 0.13
H 1.191997 -1.502699 0.839342 0.00 0.01 0.00 0.12
H -0.914597 -0.849048 1.562471 -0.11 -0.05 0.00 0.11
H -1.979318 -1.786476 -1.029501 -0.01 -0.01 0.00 0.14
H -2.886754 -1.048383 0.292891 0.02 0.03 -0.01 0.10
H -3.200931 -3.577143 0.227395 0.01 -0.01 0.01 0.13
H -2.464059 -3.001222 1.748550 0.02 -0.01 0.00 0.14

Record 3
13
Properties=species:S:1:pos:R:3:forces:R:3:lowdin_charge:R:1 method="wB97M-V/def2-TZVPD" orbital_gap_ha=0.3563 total_energy_ev=-17809.714 e_above_lowest_kcal_mol=106.7 e_homo_ev=-9.1 smiles="C=C(F)CSC" e_lumo_ev=0.6
C 1.123827 0.517699 2.273166 -0.16 -4.22 -8.10 0.08
C 0.110305 0.630240 1.351765 -1.17 0.83 5.17 -0.29
F -0.825187 1.430204 2.116632 -0.70 0.01 -2.28 -0.10
C -0.473048 -0.021862 0.071648 5.37 2.53 2.34 -0.51
S -0.201240 1.124937 -1.324117 -0.36 -3.06 -1.31 0.74
C -0.331396 -0.642228 -2.240742 -2.85 -0.43 -0.40 -0.38
H 1.361561 1.201850 2.972999 0.39 1.76 2.45 0.02
H 1.844198 -0.173479 1.742019 0.19 0.78 1.55 0.08
H 0.284308 -0.795130 -0.194352 -1.10 0.10 0.97 0.06
H -1.472005 -0.248754 0.153193 -2.06 -0.85 0.42 0.05
H 0.640642 -1.320874 -2.109396 -1.81 1.95 -1.08 0.07
H -0.962053 -0.451959 -3.359550 2.57 -1.01 3.30 0.11
H -1.099912 -1.250645 -1.453266 1.68 1.62 -3.05 0.07

Record 4
84
Properties=species:S:1:pos:R:3:forces:R:3:lowdin_charge:R:1 method="wB97M-V/def2-TZVPD" s_squared=2.036 orbital_gap_ha="0.2807 / 0.1746" total_energy_ev=-172303.587 e_above_lowest_kcal_mol=42.2 e_homo_ev="-13.5 / -13.7" total_charge=+2 e_lumo_ev="-5.8 / -9.0" spin_multiplicity=3
N -4.628401 2.474611 -3.982661 -0.37 0.47 0.15 0.07
C -4.669912 2.578372 -2.651634 0.78 -0.75 -0.11 -0.10
C -3.691354 1.974355 -1.843013 0.21 -0.03 -0.42 -0.02
C -2.566451 1.368863 -2.449284 -0.43 -0.54 -1.14 -0.22
C -2.576041 1.233002 -3.856504 -0.63 0.21 0.33 -0.01
C -3.646554 1.805231 -4.572841 0.46 -0.40 0.51 -0.12
C -1.398260 1.063366 -1.573566 0.60 1.49 0.62 -0.15
Ni 0.213401 -0.066066 -1.488249 -1.25 -1.56 0.09 0.18
P 2.812102 -0.268578 -0.361476 1.11 1.41 0.65 1.22
C -0.109639 1.735156 -1.757690 -3.30 1.53 -0.36 -0.19
C 0.455530 2.525297 -0.669790 1.25 -0.09 -0.44 -0.22
C 1.659799 3.246531 -0.936028 -0.60 -0.40 0.76 -0.03
C 2.284777 3.912328 0.107209 -0.27 -0.18 0.11 -0.12
C 1.731380 3.850732 1.396875 -0.82 -0.50 -0.78 -0.73
C 0.482400 3.248232 1.630735 0.33 0.00 -0.58 -0.11
C -0.149008 2.578188 0.587657 0.11 0.25 0.62 -0.02
Br 2.709350 4.469703 2.823649 0.48 0.51 0.78 0.86
H -1.711519 0.769478 -0.537068 0.21 1.04 -0.77 0.10
H 0.246742 2.002696 -2.775259 -0.77 0.04 0.51 0.15
H -3.816121 1.967582 -0.764399 0.22 0.24 -0.04 0.11
H -1.844363 0.628883 -4.393502 0.09 0.36 0.20 0.11
H -5.494554 3.143708 -2.203683 0.25 -0.31 -0.25 0.12
H -3.716346 1.712711 -5.663334 0.11 0.00 0.45 0.12
H 2.124747 3.218007 -1.929613 -0.38 0.14 0.35 0.13
H -1.095148 2.068263 0.799725 0.44 0.29 -0.15 0.12
H 3.219540 4.439263 -0.045687 -0.06 -0.01 0.01 0.12
H 0.020707 3.267473 2.611659 0.19 0.09 -0.11 0.10
P -0.867764 -1.970349 -1.171847 -0.86 -1.54 0.08 0.99
C 3.982114 1.109967 -0.584450 0.52 0.05 -0.03 -0.35
C 5.468715 0.762858 -0.722604 0.27 -0.18 -0.15 -0.11
H 3.861061 1.778960 0.280419 -0.20 -0.26 -0.27 0.09
H 3.656434 1.647648 -1.485725 0.01 -0.08 0.26 0.08
H 6.048671 1.689284 -0.685950 -0.09 -0.15 0.02 0.09
H 5.826699 0.105300 0.072868 -0.07 0.12 -0.03 0.08
H 5.688754 0.285427 -1.678953 -0.02 -0.03 0.08 0.07
C 2.049716 -0.597279 -1.956130 0.62 -0.87 -0.41 -0.44
C 3.080836 -1.229718 -2.922821 -0.02 0.10 0.26 -0.07
H 1.634358 0.334554 -2.429205 0.80 0.01 -0.20 0.10
H 1.169397 -1.329655 -1.783741 1.45 -0.45 -0.41 0.01
H 2.603427 -1.511380 -3.864420 0.19 0.08 0.21 0.08
H 3.865164 -0.490969 -3.131455 -0.14 -0.26 0.00 0.09
H 3.532754 -2.112971 -2.456502 -0.06 0.15 -0.24 0.10
C 1.941553 0.039344 1.208674 -0.76 -0.32 -0.19 -0.35
C 2.563112 -0.834643 2.305107 0.27 -0.31 0.36 -0.11
H 0.872955 -0.194836 1.093352 0.16 0.10 0.11 0.05
H 2.027936 1.110892 1.431163 -0.03 -0.19 -0.26 0.07
H 1.783217 -1.248749 2.951331 0.07 0.10 -0.16 0.08
H 3.118567 -1.671895 1.867002 -0.08 0.02 0.31 0.07
H 3.252579 -0.266437 2.936971 -0.07 -0.08 -0.19 0.09
C -0.353670 -2.599991 0.487457 0.06 0.38 -0.10 -0.37
C -0.975060 -3.942058 0.837476 0.22 -0.35 0.20 -0.12
H -0.626400 -1.835956 1.238408 0.04 -0.17 -0.22 0.05
H 0.748139 -2.675987 0.483382 -0.21 0.04 0.00 0.08
H -2.067560 -3.889209 0.853658 0.25 -0.10 0.00 0.07
H -0.635714 -4.731210 0.152109 -0.28 0.16 0.12 0.09
H -0.646497 -4.235498 1.837840 -0.08 0.00 -0.07 0.09
C -0.185322 -3.203637 -2.392716 -0.15 0.03 0.45 -0.36
C 0.034582 -2.708465 -3.820654 -0.13 0.02 -0.17 -0.12
H -0.921630 -4.027576 -2.407414 0.54 0.17 0.06 0.10
H 0.754334 -3.572417 -1.955617 -0.17 -0.14 -0.14 0.09
H -0.910202 -2.433298 -4.300006 0.12 -0.04 0.07 0.08
H 0.705793 -1.841798 -3.902366 -0.33 -0.26 0.09 0.04
H 0.474860 -3.525754 -4.400169 -0.07 0.19 -0.04 0.09
C -2.641349 -2.422527 -1.264789 -0.33 0.30 -0.12 -0.36
C -3.589263 -1.722152 -0.282644 -0.27 -0.02 0.10 -0.12
H -2.715044 -3.514455 -1.128648 0.32 0.41 -0.14 0.09
H -2.944138 -2.214079 -2.299894 -0.02 -0.08 0.15 0.10
H -3.942412 -0.779209 -0.704910 0.00 -0.03 0.09 0.06
H -4.472307 -2.365200 -0.115284 0.38 0.37 -0.07 0.10
H -3.143245 -1.506368 0.698763 0.00 -0.15 -0.22 0.07
C -2.688783 0.856974 4.852207 -0.10 0.16 0.08 -0.16
P -1.163210 0.107392 4.260543 -0.20 -0.30 -0.17 0.55
C 0.167598 1.270181 4.636944 0.12 0.15 0.34 -0.16
C -0.883967 -1.317500 5.336388 0.08 -0.12 0.08 -0.16
O -1.217880 -0.243325 2.802912 0.29 -0.01 -0.40 -0.41
H -2.979490 0.412976 5.810664 -0.05 0.24 -0.22 0.06
H -3.470299 0.678491 4.105292 0.11 0.07 0.22 0.06
H -2.529290 1.931847 4.985262 -0.28 -0.16 -0.04 0.05
H 0.795580 0.856043 5.435005 -0.07 0.29 -0.16 0.06
H 0.778969 1.435843 3.743776 -0.12 -0.03 0.19 0.02
H -0.269016 2.217985 4.978020 0.34 -0.15 -0.10 0.06
H -1.061145 -2.237236 4.769184 0.02 0.14 0.14 0.06
H 0.144961 -1.299885 5.712394 -0.24 -0.20 -0.04 0.05
H -1.579012 -1.275707 6.182094 0.28 -0.14 -0.11 0.06